Entry 1:
{"formula": "C28H77N7O7", "method": "wB97M-V/def2-TZVPD", "symbols": ["C", "O", "C", "C", "C", "N", "H", "H", "H", "H", "H", "H", "H", "H", "H", "H", "H", "C", "O", "C", "C", "C", "N", "H", "H", "H", "H", "H", "H", "H", "H", "H", "H", "H", "C", "O", "C", "C", "C", "N", "H", "H", "H", "H", "H", "H", "H", "H", "H", "H", "H", "C", "O", "C", "C", "C", "N", "H", "H", "H", "H", "H", "H", "H", "H", "H", "H", "H", "C", "O", "C", "C", "C", "N", "H", "H", "H", "H", "H", "H", "H", "H", "H", "H", "H", "C", "O", "C", "C", "C", "N", "H", "H", "H", "H", "H", "H", "H", "H", "H", "H", "H", "C", "O", "C", "C", "C", "N", "H", "H", "H", "H", "H", "H", "H", "H", "H", "H", "H"], "coordinates": [[5.2745, -2.7142, -1.3272], [5.8348, -1.4196, -1.6145], [5.2781, -0.3941, -0.8242], [5.7741, 0.9830, -1.2439], [5.0178, 1.9349, -0.3133], [5.5273, 1.4230, -2.5766], [5.0361, -2.8496, -0.2646], [5.9282, -3.4845, -1.6494], [4.3481, -2.7690, -1.8566], [4.2055, -0.4823, -0.7994], [5.6516, -0.4912, 0.1991], [6.8650, 1.1451, -1.0922], [5.1619, 3.0287, -0.5735], [5.2383, 1.8785, 0.7475], [3.9903, 1.6947, -0.4172], [5.9632, 0.7866, -3.2412], [4.5510, 1.3382, -2.8202], [-1.6171, 3.1051, 2.3736], [-0.2969, 2.8896, 1.9319], [0.7071, 3.5689, 2.6455], [2.0122, 2.7546, 2.6273], [1.7283, 1.3859, 3.2643], [3.0694, 3.4658, 3.3057], [-2.2805, 2.4643, 1.8366], [-1.9384, 4.1526, 2.1940], [-1.6920, 2.9084, 3.4671], [0.8711, 4.5928, 2.2731], [0.3443, 3.7641, 3.6559], [2.3038, 2.6098, 1.5582], [2.5950, 0.7532, 3.2182], [0.9335, 0.9654, 2.6998], [1.4044, 1.4323, 4.3136], [3.2834, 4.3300, 2.8182], [2.7910, 3.6022, 4.2617], [1.4925, -3.2018, 0.2505], [2.4864, -2.4112, 0.9959], [2.0811, -2.0143, 2.2694], [2.1030, -3.2227, 3.2083], [1.8523, -2.8263, 4.7131], [3.3457, -4.0034, 3.0802], [1.6779, -3.0283, -0.7951], [0.5373, -2.7667, 0.4991], [1.5610, -4.2517, 0.5154], [2.8193, -1.2891, 2.5907], [1.0846, -1.5120, 2.2503], [1.2525, -3.8780, 2.9102], [2.0027, -3.7503, 5.2902], [0.8277, -2.4221, 4.8428], [2.5291, -2.0010, 5.0888], [3.7132, -3.8595, 2.1696], [3.9962, -3.6547, 3.7882], [-3.3267, 5.3339, -2.1147], [-4.2915, 4.4055, -2.4659], [-3.8720, 3.1590, -2.7581], [-5.0521, 2.3151, -3.1885], [-5.9707, 2.0234, -1.9742], [-4.6901, 1.0954, -3.8894], [-3.8470, 6.1997, -1.6960], [-2.7001, 5.5939, -2.9640], [-2.6758, 5.0244, -1.2807], [-3.0745, 3.1240, -3.4821], [-3.4383, 2.7287, -1.8429], [-5.6744, 2.9417, -3.7981], [-6.2595, 2.9642, -1.4829], [-5.3972, 1.4668, -1.2309], [-6.8466, 1.4087, -2.2905], [-5.4758, 0.4796, -4.0581], [-4.1861, 1.3432, -4.7451], [-4.3631, -4.3166, -3.9237], [-3.4562, -3.5429, -3.2790], [-2.7290, -2.6725, -4.1397], [-1.7704, -1.7443, -3.3596], [-0.3932, -2.3610, -3.2030], [-2.3705, -1.3644, -2.0421], [-4.7977, -5.0751, -3.2503], [-3.9601, -4.8895, -4.8211], [-5.1882, -3.7087, -4.2531], [-2.1077, -3.1907, -4.9080], [-3.5162, -2.1049, -4.6843], [-1.7774, -0.7732, -3.8762], [0.1780, -1.8145, -2.4763], [0.0214, -2.4452, -4.1915], [-0.4986, -3.4373, -2.9329], [-2.4961, -2.2111, -1.5201], [-3.2229, -0.7848, -2.2354], [2.6744, -0.2037, -4.2284], [2.3029, 0.2343, -2.9384], [1.1412, 1.1033, -2.8561], [1.0451, 1.5371, -1.3851], [1.2754, 0.4739, -0.3444], [-0.3648, 2.1119, -1.2210], [2.7656, 0.5901, -4.9733], [1.8838, -0.8867, -4.6022], [3.6101, -0.6980, -4.1463], [1.3108, 1.9210, -3.5392], [0.2022, 0.5893, -3.0903], [1.7498, 2.3546, -1.2281], [0.6204, -0.4426, -0.4139], [1.1539, 0.9151, 0.6545], [2.2435, -0.0556, -0.3349], [-1.0223, 1.3437, -1.3229], [-0.4482, 2.5389, -0.3096], [-1.7267, -0.2223, 1.5790], [-2.5826, -0.2261, 2.6904], [-2.0503, -0.7717, 3.8283], [-3.0484, -0.9559, 4.9132], [-2.3225, -1.5964, 6.1567], [-4.0803, -1.8998, 4.4014], [-2.2212, -0.0922, 0.6267], [-1.1830, -1.1733, 1.5285], [-0.9341, 0.5646, 1.6492], [-1.5060, -1.7461, 3.6538], [-1.3655, -0.0112, 4.2009], [-3.4282, 0.0305, 5.2726], [-1.4480, -0.9802, 6.5002], [-1.9835, -2.6159, 5.8464], [-3.0482, -1.7914, 6.9419], [-4.2948, -1.6034, 3.4689], [-4.9215, -1.7660, 4.9348]], "mulliken_charge": [-0.539, -0.445, 0.325, 0.282, -0.917, -0.761, 0.114, 0.403, 0.168, -0.441, 0.362, 0.359, 0.390, 0.472, -0.341, 0.360, 0.115, -0.878, 0.154, -1.318, 1.603, -0.995, -0.673, 0.121, 0.318, 0.389, 0.329, 0.457, -0.513, 0.311, -0.219, 0.522, 0.304, 0.290, -0.885, 0.025, 0.637, 0.328, -1.301, -0.752, 0.089, 0.257, 0.380, -0.245, -0.267, 0.233, 0.445, 0.138, 0.343, 0.288, 0.301, -0.573, -0.364, -0.094, 0.232, -1.386, -0.434, 0.276, 0.298, 0.116, 0.412, -0.130, 0.253, 0.347, 0.236, 0.391, 0.228, 0.229, -0.780, -0.273, -0.839, 0.343, -1.065, -0.222, 0.249, 0.279, 0.319, 0.360, 0.427, 0.266, -0.119, 0.339, 0.406, 0.248, 0.139, -0.854, 0.086, -0.811, 0.167, 0.763, -0.629, 0.378, 0.111, 0.228, 0.532, -0.233, 0.369, -0.114, 0.143, -0.587, 0.127, 0.286, -0.284, -0.389, -0.336, 0.530, -1.402, -0.754, 0.310, 0.313, -0.266, 0.110, 0.091, 0.308, 0.305, 0.341, 0.388, 0.261, 0.273], "spin_multiplicity": 1, "e_lumo_ev": 0.6, "gap_ev": 9.5, "smiles": "COC[C@H](C)N.COC[C@H](C)N.COC[C@H](C)N.COC[C@H](C)N.COC[C@H](C)N.COC[C@H](C)N.COC[C@H](C)N"}

Entry 2:
{"formula": "C19H28BrO2Ru", "method": "wB97M-V/def2-TZVPD", "symbols": ["O", "C", "C", "H", "H", "C", "H", "H", "C", "H", "H", "H", "C", "H", "H", "H", "Ru", "C", "C", "C", "H", "C", "C", "H", "H", "H", "H", "C", "C", "C", "H", "C", "C", "H", "H", "H", "H", "O", "C", "C", "H", "H", "C", "H", "H", "C", "H", "H", "H", "H", "Br"], "coordinates": [[-1.6762, 5.0777, -5.0741], [-1.6692, 4.6305, -6.4666], [-1.7305, 6.0281, -7.0497], [-2.5373, 4.0027, -6.6724], [-0.7411, 4.0887, -6.6770], [-1.7182, 6.4627, -5.5606], [-2.6308, 6.2665, -7.6264], [-0.8139, 6.3130, -7.5732], [-2.9594, 7.2038, -5.1067], [-3.8841, 6.6911, -5.3976], [-2.9916, 8.2062, -5.5666], [-2.9180, 7.3530, -4.0182], [-0.4878, 7.2669, -5.1973], [0.4266, 6.7570, -5.5400], [-0.4542, 7.4260, -4.1122], [-0.5461, 8.2525, -5.6971], [0.0375, 0.1328, 0.1930], [1.9853, -0.3328, 0.7867], [1.9199, -1.4338, -0.1284], [1.8165, -0.9150, -1.4545], [1.9337, -2.4806, 0.1588], [1.8914, 0.4958, -1.3998], [1.9366, 0.8930, -0.0139], [2.0732, 1.8981, 0.3688], [2.1541, -0.3888, 1.8564], [1.6658, -1.4987, -2.3603], [1.9942, 1.1670, -2.2483], [-0.8832, 0.0099, 2.2768], [-0.1152, 1.1981, 1.9921], [-0.8278, 1.9465, 0.9781], [0.7774, 1.5191, 2.5082], [-2.0268, 1.2144, 0.6566], [-2.0426, 0.0172, 1.4349], [-2.7717, -0.7755, 1.3795], [-0.6020, -0.7650, 2.9761], [-0.5238, 2.9057, 0.5900], [-2.7762, 1.5185, -0.0585], [-1.0969, 1.4801, -2.1152], [-0.5283, 2.8058, -2.3171], [-0.2528, 2.9139, -3.7967], [0.4055, 2.8817, -1.7274], [-1.2467, 3.5580, -1.9346], [-1.2716, 1.9206, -4.3822], [0.7777, 2.5750, -3.9880], [-0.3658, 3.9329, -4.1611], [-1.1991, 0.7801, -3.3757], [-1.0825, 1.6497, -5.4250], [-2.2807, 2.3526, -4.3149], [-0.2933, 0.1612, -3.5210], [-2.0988, 0.1454, -3.3389], [-1.1935, -1.7875, -0.9275]], "mulliken_charge": [-0.485, -0.392, -0.821, 0.297, 0.249, 1.549, 0.323, 0.283, -1.676, 0.380, 0.388, 0.381, -1.758, 0.359, 0.386, 0.432, 0.535, -0.666, -0.350, -0.966, 0.417, 0.455, -1.129, 0.598, 0.606, 0.385, 0.548, -0.048, -1.050, -0.426, 0.677, -0.091, -0.936, 0.461, 0.451, 0.542, 0.388, -0.040, -0.354, -0.106, 0.123, 0.373, -0.618, 0.197, 0.037, -0.451, 0.477, 0.158, 0.139, 0.309, -0.543], "spin_multiplicity": 6, "s2": 8.782, "e_lumo_ev": [0.6, -1.2], "gap_ev": [6.2, 7.0]}

Entry 3:
{"formula": "C7H12", "method": "wB97M-V/def2-TZVPD", "symbols": ["C", "C", "C", "C", "C", "C", "C", "H", "H", "H", "H", "H", "H", "H", "H", "H", "H", "H", "H"], "coordinates": [[-2.6091, 0.2417, 0.1752], [-1.1540, -0.1181, 0.1201], [-0.1711, 0.1049, -1.0294], [0.9549, 0.1627, 0.0148], [2.2237, -0.6429, -0.0342], [2.2705, 0.8655, -0.0933], [-0.1075, 0.1732, 1.0659], [-3.1610, -0.2225, -0.6457], [-2.6808, 1.3329, 0.1048], [-3.0584, -0.0694, 1.1220], [-1.3963, -1.7015, -0.0584], [-0.1227, -0.6755, -1.7922], [-0.3757, 1.0790, -1.4835], [2.4509, -1.1980, -0.9400], [2.5601, -1.1238, 0.8809], [2.5335, 1.3265, -1.0430], [2.6477, 1.4002, 0.7744], [-0.0882, 0.1991, 2.1488], [-0.7167, -1.1340, 0.7128]], "mulliken_charge": [-1.284, 0.960, -0.973, 0.922, -0.781, -0.596, -1.231, 0.344, 0.372, 0.340, 0.172, 0.343, 0.242, 0.239, 0.255, 0.234, 0.236, 0.437, -0.232], "spin_multiplicity": 1, "e_lumo_ev": 1.0, "gap_ev": 7.9}

The energy relative to the best compared isomer or geometry (same formula, charge and spin) results, record by record, are as follows: 174.61 0.00 610.99 kJ/mol.
The calculated total energy results, record by record, are as follows: -55043.326 -96870.588 -7447.099 eV.